[1]
20
Properties=species:S:1:pos:R:3:forces:R:3:mulliken_charge:R:1 method="wB97M-V/def2-TZVPD" e_above_lowest_kcal_mol=172.5 lumo_energy_ev=-0.26 orbital_gap_ev=5.2578 total_energy_ev=-9493.339 max_force_ev_per_a=4.8
C 1.98795 0.70917 0.83776 3.4 2.5 0.6 -1.1545
C 1.38286 1.24019 -0.75924 -3.5 -0.1 -1.0 -0.6999
C 0.85931 -0.01107 -0.15374 -3.5 -0.2 -3.3 1.1812
C -0.48911 -0.20394 0.42849 1.6 0.8 -0.4 -0.7736
C -1.77916 0.23500 -0.06529 -0.4 -0.8 -0.6 -0.1020
C -2.95779 -0.26499 0.42588 -0.7 0.2 1.6 -0.4187
O -4.32632 0.28544 0.18266 3.5 -0.6 0.0 -0.4917
C 1.37040 -1.35476 -0.86385 1.3 2.9 2.5 -1.3880
H 2.91996 0.13220 0.71146 -0.5 0.3 0.0 0.3098
H 1.54672 0.47844 1.80247 -0.2 0.0 -0.1 0.3570
H 2.39239 1.82942 1.03796 -0.8 -1.9 -0.4 0.3873
H 1.95337 1.12034 -1.73648 0.1 0.3 1.8 0.2662
H 0.62730 2.17103 -0.79570 2.1 -2.0 0.8 0.3322
H -0.36166 -0.74799 1.36550 -0.8 -0.3 -0.2 0.2553
H -1.80604 0.71817 -1.07839 0.0 0.2 1.3 0.2470
H -2.92880 -1.02606 1.31193 -0.2 1.6 -1.5 0.2222
H -4.82322 -0.51679 0.18099 -1.0 -0.7 -0.1 0.3154
H 0.53174 -1.85610 -1.22553 -1.1 -0.7 -0.7 0.3959
H 1.78418 -1.83374 0.00059 0.5 -1.2 0.0 0.3966
H 2.11592 -1.10395 -1.60748 0.3 -0.3 -0.1 0.3624

---

[2]
20
Properties=species:S:1:pos:R:3:forces:R:3:mulliken_charge:R:1 method="wB97M-V/def2-TZVPD" e_above_lowest_kcal_mol=63.6 smiles=C#CCOC(C)(C)C lumo_energy_ev=0.76 orbital_gap_ev=10.4816 total_energy_ev=-9498.059 max_force_ev_per_a=3.9
C 3.09867 2.73428 0.70141 -0.1 -0.3 -0.4 0.1646
C 2.19814 1.96831 0.46360 -3.0 0.3 1.4 -0.9036
C 0.71312 1.33343 0.57532 3.7 1.3 -0.5 -0.0265
O 0.85525 0.19608 -0.17783 -3.2 -2.2 -0.3 -0.3384
C -0.47213 -0.65411 -0.24898 1.6 -0.1 -0.6 1.5156
C -0.06873 -1.99211 0.35722 0.2 -0.1 0.1 -1.5568
C -1.71235 -0.10102 0.44853 0.3 0.6 0.2 -1.6407
C -0.71207 -0.77699 -1.74833 0.0 0.1 -0.2 -1.5623
H 3.90623 3.41783 0.82896 0.0 -0.2 0.0 0.4524
H 0.00535 2.04815 0.14193 0.1 0.1 0.2 0.2379
H 0.49667 1.12288 1.62814 0.1 0.3 0.0 0.2451
H -0.84228 -2.75268 0.19941 0.0 0.2 0.0 0.3913
H 0.10143 -1.89569 1.43463 -0.1 0.0 -0.1 0.3489
H 0.86602 -2.35449 -0.08181 -0.2 0.1 0.0 0.3562
H -2.56486 -0.77914 0.31572 0.4 0.0 -0.1 0.4101
H -1.55760 0.01546 1.52530 0.0 0.0 -0.1 0.4006
H -2.00608 0.87250 0.04505 0.0 -0.1 0.0 0.4056
H 0.19651 -1.10273 -2.26417 -0.1 0.0 0.2 0.3582
H -0.98865 0.19266 -2.17535 0.0 -0.1 0.1 0.3511
H -1.51264 -1.49261 -1.96878 0.1 0.1 0.1 0.3906

---

[3]
20
Properties=species:S:1:pos:R:3:forces:R:3:mulliken_charge:R:1 method="wB97M-V/def2-TZVPD" e_above_lowest_kcal_mol=46.1 smiles="C=CC(C=C)=CC.O" lumo_energy_ev=0.80 orbital_gap_ev=9.0510 total_energy_ev=-9498.818 max_force_ev_per_a=1.2
C -1.12644 -1.74458 1.67039 0.6 -0.1 0.9 -0.8948
C -1.10185 -1.31162 0.41529 0.1 -0.3 0.6 -0.1816
C 0.04769 -0.56021 -0.16060 0.1 -0.4 -0.2 0.9740
C 0.29776 -0.85708 -1.60843 -1.2 -0.4 0.2 -0.4206
C -0.66777 -0.81705 -2.52504 0.7 0.7 -0.3 -0.7810
C 0.89525 0.18407 0.55115 0.5 0.1 -0.4 -0.2331
C 1.93131 1.07243 -0.07565 0.0 -0.6 -0.6 -1.2636
H -0.33708 -1.46910 2.36521 0.3 0.0 -0.3 0.1628
H -1.79184 -2.43532 2.17733 -0.6 0.3 -0.7 0.2811
H -1.92968 -1.57229 -0.23293 0.2 0.0 -0.3 0.2430
H 1.21666 -1.37708 -1.86829 0.2 0.5 0.1 0.3685
H -0.43345 -1.02729 -3.56203 -0.2 -0.3 0.0 0.2835
H -1.63238 -0.37204 -2.32332 -0.1 -0.1 0.1 0.2628
H 0.90110 0.20220 1.63073 -0.6 0.2 0.1 0.2609
H 2.02364 0.87106 -1.14802 -0.2 0.1 0.1 0.3728
H 1.59513 2.10556 0.03303 0.3 0.0 0.1 0.2489
H 2.93285 0.91118 0.32155 0.0 0.3 0.4 0.3184
O -0.68222 2.64670 1.16184 -0.2 0.3 0.4 -0.6039
H -1.56908 2.28112 1.28167 0.2 0.0 0.0 0.3018
H -0.56961 3.26932 1.89612 -0.1 -0.2 -0.3 0.3000

---

[4]
20
Properties=species:S:1:pos:R:3:forces:R:3:mulliken_charge:R:1 method="wB97M-V/def2-TZVPD" e_above_lowest_kcal_mol=72.3 smiles="C/C=C/O.C=CC=C" lumo_energy_ev=0.62 orbital_gap_ev=8.3245 total_energy_ev=-9497.683 max_force_ev_per_a=3.5
C 2.06104 -1.12897 0.31217 -0.2 0.2 0.0 -1.2264
C 1.25973 0.13376 0.20388 2.5 1.5 -0.4 -0.0366
C 1.45441 1.02157 -0.81281 -0.4 -2.3 0.9 -0.2187
O 0.72908 2.11797 -0.99034 -2.8 1.1 1.7 -0.5433
H 1.42546 -1.94146 0.66449 0.0 -0.1 0.0 0.3059
H 2.87407 -1.01185 1.03223 0.0 -0.1 -0.1 0.3348
H 2.47165 -1.41793 -0.65423 0.1 0.0 0.0 0.3025
H 0.92698 0.53821 1.15466 -0.7 -0.1 -0.2 0.3304
H 2.03715 0.75268 -1.69003 0.1 0.1 0.0 0.3222
H -0.13052 2.04810 -0.35284 2.8 0.4 -1.8 0.4499
C -1.19653 -1.66638 0.06919 0.5 0.7 -0.2 -0.9136
C -0.90836 -0.51864 -0.58318 -2.4 -0.6 -0.4 0.1205
C -1.60434 0.77912 -0.26039 -0.6 -1.0 0.9 -0.3646
C -1.94645 1.19155 0.97215 0.7 0.1 -0.7 -0.6346
H -1.55402 -1.67327 1.08750 -0.3 0.1 0.1 0.2457
H -1.00674 -2.62677 -0.38347 0.2 -0.1 0.0 0.3499
H -0.67879 -0.61450 -1.64024 0.5 0.1 0.2 0.3224
H -2.07935 1.24577 -1.11987 0.2 0.2 0.0 0.3522
H -1.54366 0.73045 1.86279 0.0 -0.1 0.0 0.2085
H -2.59082 2.04059 1.12834 -0.1 0.1 -0.1 0.2929

---

Repeat the third record exactly.
20
Properties=species:S:1:pos:R:3:forces:R:3:mulliken_charge:R:1 method="wB97M-V/def2-TZVPD" e_above_lowest_kcal_mol=46.1 smiles="C=CC(C=C)=CC.O" lumo_energy_ev=0.80 orbital_gap_ev=9.0510 total_energy_ev=-9498.818 max_force_ev_per_a=1.2
C -1.12644 -1.74458 1.67039 0.6 -0.1 0.9 -0.8948
C -1.10185 -1.31162 0.41529 0.1 -0.3 0.6 -0.1816
C 0.04769 -0.56021 -0.16060 0.1 -0.4 -0.2 0.9740
C 0.29776 -0.85708 -1.60843 -1.2 -0.4 0.2 -0.4206
C -0.66777 -0.81705 -2.52504 0.7 0.7 -0.3 -0.7810
C 0.89525 0.18407 0.55115 0.5 0.1 -0.4 -0.2331
C 1.93131 1.07243 -0.07565 0.0 -0.6 -0.6 -1.2636
H -0.33708 -1.46910 2.36521 0.3 0.0 -0.3 0.1628
H -1.79184 -2.43532 2.17733 -0.6 0.3 -0.7 0.2811
H -1.92968 -1.57229 -0.23293 0.2 0.0 -0.3 0.2430
H 1.21666 -1.37708 -1.86829 0.2 0.5 0.1 0.3685
H -0.43345 -1.02729 -3.56203 -0.2 -0.3 0.0 0.2835
H -1.63238 -0.37204 -2.32332 -0.1 -0.1 0.1 0.2628
H 0.90110 0.20220 1.63073 -0.6 0.2 0.1 0.2609
H 2.02364 0.87106 -1.14802 -0.2 0.1 0.1 0.3728
H 1.59513 2.10556 0.03303 0.3 0.0 0.1 0.2489
H 2.93285 0.91118 0.32155 0.0 0.3 0.4 0.3184
O -0.68222 2.64670 1.16184 -0.2 0.3 0.4 -0.6039
H -1.56908 2.28112 1.28167 0.2 0.0 0.0 0.3018
H -0.56961 3.26932 1.89612 -0.1 -0.2 -0.3 0.3000